[1]
Density functional theory data (wB97M-V/def2-TZVPD) for a molecular structure, C46H46N2O9P4Ti.

- electronic energy (eV) = -130121.80174
- ΔE to the lowest compared entry with this formula, charge and spin (kJ/mol) = 143.6
- largest force on an atom (eV/A) = 2.25
- net charge = +2

```
108
Properties=species:S:1:pos:R:3:lowdin_charge:R:1
Ti -0.155 0.725 0.989 1.015
C -0.634 -2.565 0.769 0.031
O 0.283 -1.417 0.744 -0.233
C 1.423 -1.687 1.536 -0.211
C 2.305 -2.716 1.282 0.021
C 3.333 -2.948 2.180 -0.020
C 3.455 -2.185 3.339 -0.039
C 2.573 -1.150 3.587 0.000
C 1.578 -0.887 2.659 -0.197
N 0.617 0.144 2.741 -0.046
N 0.384 0.672 3.883 0.189
C -0.745 1.385 4.097 -0.137
C -1.838 1.297 3.200 -0.247
O -1.632 0.768 2.008 -0.159
C -3.125 1.644 3.629 0.026
C -3.302 2.167 4.877 0.045
C -2.223 2.386 5.777 -0.151
C -2.424 2.970 7.042 -0.005
C -1.362 3.197 7.875 -0.044
C -0.064 2.844 7.473 -0.036
C 0.157 2.258 6.249 -0.014
C -0.920 2.014 5.387 -0.094
H -1.012 -2.700 1.780 0.120
H -1.436 -2.357 0.082 0.064
H -0.098 -3.447 0.441 0.096
H 2.196 -3.332 0.395 0.088
H 4.034 -3.751 1.986 0.120
H 4.247 -2.397 4.046 0.120
H 2.645 -0.538 4.477 0.122
H -3.957 1.505 2.949 0.132
H -4.303 2.439 5.196 0.136
H -3.429 3.240 7.346 0.127
H -1.522 3.648 8.845 0.119
H 0.771 3.035 8.136 0.118
H 1.155 1.977 5.937 0.111
C 0.907 0.643 -2.945 -0.247
C -0.639 0.802 -2.837 -0.287
P -1.519 0.534 -1.226 1.107
C -2.829 1.856 -1.297 -0.329
C -3.580 1.906 -2.477 -0.087
C -4.642 2.786 -2.607 -0.051
C -4.982 3.627 -1.553 -0.059
C -4.250 3.584 -0.380 -0.062
C -3.180 2.704 -0.249 -0.092
C -2.739 -0.845 -1.339 -0.378
C -3.018 -1.575 -2.485 -0.093
C -4.050 -2.503 -2.496 -0.049
C -4.824 -2.705 -1.362 -0.053
C -4.572 -1.959 -0.219 -0.056
C -3.538 -1.036 -0.208 -0.116
C 1.657 -0.600 -2.407 -0.367
P 0.789 -2.193 -2.688 1.070
C 1.973 -3.398 -1.994 -0.413
C 1.489 -4.700 -1.828 -0.111
C 2.308 -5.704 -1.331 -0.063
C 3.620 -5.413 -0.973 -0.068
C 4.104 -4.120 -1.114 -0.087
C 3.285 -3.115 -1.620 -0.123
C 1.078 -2.379 -4.498 -0.366
C 0.002 -2.304 -5.379 -0.111
C 0.190 -2.423 -6.753 -0.075
C 1.465 -2.630 -7.258 -0.069
C 2.546 -2.711 -6.389 -0.065
C 2.356 -2.586 -5.021 -0.083
H 1.353 1.512 -2.463 0.065
H 1.133 0.718 -4.009 0.118
H -1.121 0.142 -3.559 0.064
H -0.884 1.827 -3.104 0.089
H -3.350 1.240 -3.302 0.109
H -5.213 2.805 -3.527 0.117
H -5.818 4.310 -1.650 0.116
H -4.516 4.234 0.446 0.112
H -2.628 2.698 0.671 0.067
H -2.433 -1.437 -3.384 0.073
H -4.248 -3.068 -3.400 0.117
H -5.627 -3.433 -1.371 0.117
H -5.187 -2.090 0.665 0.115
H -3.359 -0.450 0.680 0.090
H 1.801 -0.503 -1.335 0.033
H 2.640 -0.620 -2.876 0.087
H 0.461 -4.922 -2.103 0.106
H 1.930 -6.714 -1.229 0.112
H 4.265 -6.194 -0.590 0.113
H 5.129 -3.893 -0.843 0.115
H 3.682 -2.111 -1.724 0.106
H -1.007 -2.161 -5.003 0.078
H -0.660 -2.369 -7.422 0.109
H 1.616 -2.739 -8.325 0.111
H 3.544 -2.880 -6.778 0.112
H 3.211 -2.665 -4.359 0.101
C 2.268 3.952 -1.188 -0.029
C 2.360 3.465 0.252 -0.561
O 3.204 4.272 1.072 -0.046
P 0.788 3.614 1.165 0.562
O 0.214 5.060 1.078 -0.024
O 1.111 3.296 2.662 -0.063
O -0.319 2.663 0.741 -0.317
P 2.861 1.658 0.337 0.445
O 3.226 1.522 1.889 -0.110
O 3.940 1.250 -0.553 -0.203
O 1.474 0.935 0.212 -0.393
H 2.047 5.017 -1.224 0.099
H 1.489 3.418 -1.734 0.080
H 3.217 3.759 -1.687 0.105
H 4.065 4.390 0.649 0.132
H 0.803 5.820 1.229 0.136
H 1.986 3.574 2.990 0.127
H 4.173 1.314 2.000 0.125
```

=====

[2]
Density functional theory data (wB97M-V/def2-TZVPD) for a molecular structure, C19H16AsMnN4O9S.

- 2S+1 = 4
- electronic energy (eV) = -147339.67199
- largest force on an atom (eV/A) = 3.80
- net charge = +1

```
51
Properties=species:S:1:pos:R:3:lowdin_spin:R:1
Mn 0.373 -0.165 -0.068 2.983
N 2.827 2.263 -2.168 0.004
C 3.006 2.959 -1.010 0.000
C 2.103 2.469 -0.106 0.001
N 1.392 1.478 -0.697 -0.036
C 1.843 1.368 -1.958 0.003
C 1.197 0.349 -2.736 0.008
N 0.345 -0.422 -2.040 -0.036
C -0.197 -1.305 -2.913 0.000
C 0.319 -1.064 -4.156 -0.001
N 1.190 -0.021 -4.029 0.004
H 3.390 2.383 -2.996 0.000
H 3.752 3.722 -0.904 0.000
H 1.924 2.762 0.911 0.000
H -0.906 -2.044 -2.597 0.000
H 0.131 -1.548 -5.093 0.000
H 1.725 0.382 -4.785 0.000
O 3.093 0.507 1.938 0.003
As 3.036 -1.082 1.174 0.010
O 4.560 -1.344 0.735 -0.009
O 1.995 -0.990 -0.150 0.025
C 2.367 -2.391 2.461 0.005
C 3.280 -3.266 3.040 0.001
C 2.825 -4.272 3.880 0.000
C 1.467 -4.415 4.125 0.000
C 0.559 -3.538 3.550 0.000
C 1.019 -2.531 2.719 0.004
S -0.161 -1.410 1.991 0.009
O -0.381 -1.815 0.567 -0.024
O -1.333 -1.404 2.797 -0.006
O 0.507 -0.085 1.819 -0.010
H 4.021 0.762 2.010 0.000
H 4.333 -3.135 2.809 0.000
H 3.531 -4.949 4.337 0.000
H 1.114 -5.215 4.756 0.000
H -0.502 -3.607 3.733 0.000
O -3.259 3.307 -2.547 0.002
C -3.896 2.712 -1.553 0.001
C -5.239 3.051 -1.310 -0.001
C -5.946 2.435 -0.302 0.001
C -5.345 1.457 0.489 0.000
C -4.014 1.131 0.287 0.001
C -3.275 1.746 -0.721 -0.002
C -1.849 1.423 -0.911 0.004
O -1.183 1.896 -1.848 0.013
O -1.305 0.624 -0.057 0.046
H -2.328 2.970 -2.576 0.000
H -5.685 3.809 -1.934 0.000
H -6.977 2.702 -0.127 0.000
H -5.913 0.962 1.262 0.000
H -3.529 0.389 0.903 0.000
```

=====

[3]
Density functional theory data (wB97M-V/def2-TZVPD) for 3 unconnected molecules or ions with the total composition C19H29F16O5S.

- electronic energy (eV) = -84716.88183
- largest force on an atom (eV/A) = 1.01
- net charge = +1

```
70
Properties=species:S:1:pos:R:3:nbo_charge:R:1
C 2.205 -0.627 1.713 -0.659
C 2.801 0.505 0.866 -0.067
O 2.239 1.797 1.064 -0.528
C 0.845 1.857 0.927 -0.105
C 0.447 3.253 0.512 -0.101
O 0.223 4.185 1.583 -0.469
C -0.791 3.927 2.440 -0.110
S -2.521 4.107 1.717 0.542
C -3.357 2.621 2.284 -0.571
C -3.970 1.791 1.130 -0.062
O -3.994 0.448 1.506 -0.517
C -2.772 -0.251 1.253 -0.065
C -2.677 -1.443 2.169 -0.626
H 1.597 -1.279 1.095 0.213
H 1.651 -0.273 2.575 0.206
H 3.017 -1.237 2.092 0.238
H 2.755 0.240 -0.191 0.170
H 3.853 0.601 1.110 0.203
H 0.362 1.544 1.859 0.161
H 0.496 1.169 0.150 0.187
H 1.266 3.672 -0.059 0.242
H -0.412 3.198 -0.156 0.174
H -0.782 4.681 3.220 0.240
H -0.770 2.937 2.897 0.197
H -2.403 3.856 0.401 0.190
H -2.639 1.998 2.808 0.252
H -4.120 2.914 2.992 0.265
H -3.423 1.939 0.195 0.175
H -5.000 2.104 0.986 0.213
H -2.751 -0.568 0.211 0.188
H -1.914 0.410 1.407 0.142
H -2.819 -1.125 3.198 0.214
H -3.437 -2.173 1.919 0.229
H -1.690 -1.889 2.098 0.225
C -4.913 3.256 -3.650 -0.134
C -5.233 2.664 -5.033 0.596
C -5.338 1.139 -5.144 0.520
F -4.171 0.548 -4.806 -0.327
F -5.627 0.826 -6.422 -0.308
F -4.365 3.145 -5.946 -0.303
F -6.476 3.122 -5.343 -0.320
O -3.569 3.647 -3.385 -0.504
C -2.624 2.803 -2.903 0.857
C -1.424 2.644 -3.847 0.504
F -1.815 2.146 -5.025 -0.300
F -0.556 1.781 -3.262 -0.326
F -3.121 1.616 -2.506 -0.315
F -2.102 3.390 -1.770 -0.370
H -5.456 4.199 -3.625 0.238
H -5.317 2.636 -2.850 0.203
H -6.135 0.763 -4.496 0.143
H -0.936 3.611 -3.996 0.159
C 4.300 -5.195 2.155 -0.133
C 3.926 -4.285 0.974 0.596
C 4.107 -4.843 -0.440 0.519
F 5.395 -5.136 -0.690 -0.313
F 3.702 -3.893 -1.320 -0.325
F 4.555 -3.095 1.094 -0.316
F 2.585 -4.045 1.096 -0.337
O 5.557 -5.008 2.772 -0.509
C 6.693 -5.650 2.340 0.850
C 7.773 -4.654 1.899 0.504
F 7.317 -3.866 0.904 -0.321
F 8.837 -5.352 1.445 -0.316
F 6.432 -6.561 1.384 -0.315
F 7.206 -6.303 3.404 -0.318
H 3.591 -4.928 2.937 0.226
H 4.123 -6.244 1.915 0.212
H 3.493 -5.737 -0.579 0.145
H 8.074 -4.033 2.745 0.151
```

=====

[4]
Density functional theory data (wB97M-V/def2-TZVPD) for C2H7N3 in the gas phase.

- electronic energy (eV) = -6655.40371
- SMILES string = [H]/N=C\N(C)N
- ΔE to the lowest compared entry with this formula, charge and spin (kJ/mol) = 246.2
- largest force on an atom (eV/A) = 4.07
- net charge = 0

```
12
Properties=species:S:1:pos:R:3:nbo_charge:R:1
H 0.069 -2.068 0.481 0.352
N 0.244 -1.483 1.281 -0.710
C 0.335 -0.233 0.979 0.264
N 0.210 0.255 -0.239 -0.307
C -0.035 1.717 -0.449 -0.457
N -0.565 -0.642 -1.125 -0.633
H 0.518 0.589 1.679 0.161
H -1.156 1.984 -0.458 0.202
H 0.512 2.336 0.314 0.223
H 0.710 1.924 -1.413 0.219
H -0.172 -0.521 -2.033 0.352
H -1.507 -0.057 -1.169 0.334
```

=====

[5]
Density functional theory data (wB97M-V/def2-TZVPD) for C4HCl5O in the gas phase.

- electronic energy (eV) = -68819.16825
- largest force on an atom (eV/A) = 2.44
- net charge = 0

```
11
Properties=species:S:1:pos:R:3:nbo_charge:R:1
C -0.329 0.041 -0.438 0.168
C -0.719 1.300 -0.084 -0.236
C -2.046 1.710 -0.141 -0.121
C -2.220 -1.290 0.347 0.105
O -0.970 -1.151 -0.298 -0.496
Cl 0.477 2.343 0.539 0.050
Cl -2.963 1.519 -1.575 0.087
Cl -2.823 2.524 1.142 0.081
Cl -3.589 -1.259 -0.663 0.060
Cl -2.207 -2.419 1.565 0.101
H 0.680 -0.244 -0.235 0.201
```

=====

[6]
Density functional theory data (wB97M-V/def2-TZVPD) for a molecular structure, C27H37Ge2O2SV.

- 2S+1 = 2
- electronic energy (eV) = -182215.29098
- ΔE to the lowest compared entry with this formula, charge and spin (kJ/mol) = 320.6
- largest force on an atom (eV/A) = 6.79
- net charge = +3

```
70
Properties=species:S:1:pos:R:3:lowdin_spin:R:1
V -2.107 2.385 0.958 0.956
C 2.348 0.840 3.374 -0.001
C 1.746 1.843 2.363 -0.007
Ge -0.167 1.955 2.540 -0.025
C -1.516 0.575 2.717 0.000
C -2.049 0.526 4.199 -0.001
C -0.979 3.689 2.756 -0.011
C -1.079 4.819 2.065 -0.004
Ge -0.765 4.703 0.176 0.008
C -2.524 4.479 -0.727 0.017
C -3.057 5.222 -2.007 0.005
C 0.726 4.778 -0.899 0.000
C 2.081 5.271 -0.370 0.000
C -1.402 6.182 2.601 0.000
C -1.356 7.243 1.756 -0.001
C -0.935 8.415 2.288 0.000
C -0.908 8.618 3.658 -0.002
C -1.365 7.663 4.532 0.000
C -1.462 6.356 4.023 -0.002
H 2.009 -0.161 3.208 0.000
H 2.253 1.226 4.471 0.000
H 3.464 0.825 3.333 0.000
H 2.002 1.378 1.361 -0.001
H 2.181 2.831 2.419 0.000
H -1.147 -0.392 2.466 0.000
H -2.341 0.680 2.025 0.000
H -1.726 1.295 4.827 -0.001
H -1.756 -0.333 4.695 0.000
H -3.106 0.431 4.201 0.000
H -1.431 3.683 3.778 -0.002
H -3.237 4.812 0.118 0.005
H -2.794 3.391 -0.848 0.006
H -4.072 4.946 -2.278 0.000
H -2.489 4.913 -2.884 0.000
H -3.052 6.285 -1.833 0.000
H 0.452 5.228 -1.868 0.000
H 0.788 3.715 -1.320 0.000
H 2.345 4.643 0.504 0.000
H 2.072 6.282 0.017 0.000
H 3.029 5.178 -0.977 0.000
H -1.415 7.095 0.678 0.000
H -0.642 9.229 1.656 0.000
H -0.461 9.563 4.029 0.000
H -1.479 7.771 5.623 0.000
H -1.743 5.544 4.669 0.000
C -1.193 -9.763 -3.879 0.000
C 0.326 -9.158 -3.877 0.000
C 0.581 -7.836 -4.119 0.000
C 1.946 -7.312 -3.900 0.000
C 2.191 -5.757 -4.070 0.000
C 2.833 -8.207 -3.446 0.000
C 2.457 -9.564 -3.152 0.000
C 3.405 -10.508 -2.478 0.000
C 1.182 -10.049 -3.388 0.000
C 4.146 -7.805 -3.106 0.000
O 5.118 -7.352 -2.909 0.000
O -0.728 2.469 0.176 0.048
H -1.224 -10.614 -3.212 0.000
H -1.476 -10.029 -4.878 0.000
H -2.103 -9.161 -3.610 0.000
H -0.174 -7.118 -4.569 0.000
H 1.316 -5.174 -4.425 0.000
H 2.987 -5.672 -4.840 0.000
H 2.536 -5.297 -3.211 0.000
H 3.159 -11.564 -2.484 0.000
H 3.327 -10.491 -1.394 0.000
H 4.481 -10.344 -2.841 0.000
H 0.932 -11.120 -3.233 0.000
S -5.002 0.536 -1.050 0.006
C -3.959 1.270 -0.178 0.003
```